Entry 1:
Density functional theory data (ωB97M-V/def2-TZVPD) for a structure of composition C38H32CdN4P2S2Te.

Calculated values
LUMO level	-0.84	eV
HOMO level	-0.249	hartree
HOMO-LUMO gap	5.941	eV
largest force on an atom	0.6	eV/A

The geometry in XYZ format:
```
80
Properties=species:S:1:pos:R:3:forces:R:3:mulliken_charge:R:1
Cd 1.5844 0.8964 1.3815 -0.1 -0.1 0.2 1.250
C -1.4438 5.1787 3.1030 0.0 0.0 0.0 -0.765
S -1.0660 3.7215 4.0947 0.0 -0.1 0.0 0.012
C 0.2961 3.0495 3.2370 0.1 0.1 0.0 0.226
S 0.7680 1.4597 3.7616 -0.1 0.0 -0.1 -0.439
N 0.8773 3.8136 2.3457 0.0 -0.2 0.0 -0.857
N 1.8720 3.1590 1.6888 -0.1 0.1 -0.1 0.491
C 2.8807 3.7913 1.2591 0.3 -0.1 -0.1 -0.888
C 3.9745 3.0083 0.6380 -0.2 0.1 0.1 0.764
C 5.1293 3.6347 0.1960 0.1 0.1 0.0 -0.819
C 6.1663 2.8604 -0.2983 0.0 0.0 0.0 -0.282
C 6.0198 1.4841 -0.3415 0.0 0.0 0.0 -0.807
C 4.8259 0.9391 0.1041 -0.1 0.0 0.0 -0.195
N 3.8292 1.6773 0.5834 0.0 0.0 0.1 0.112
H -2.3036 5.6462 3.5804 0.0 0.0 0.0 0.374
H -0.6035 5.8665 3.0849 0.0 0.0 0.0 0.292
H -1.7059 4.8764 2.0912 0.0 0.0 0.0 0.160
H 2.9905 4.8642 1.4005 0.0 0.0 0.0 0.351
H 5.2090 4.7127 0.2495 0.0 0.0 0.0 0.377
H 7.0794 3.3273 -0.6441 0.0 0.0 0.0 0.435
H 6.8058 0.8417 -0.7120 0.0 0.0 0.0 0.416
H 4.6506 -0.1303 0.0628 0.0 0.0 0.0 0.366
Te -1.2408 -1.5396 2.3905 -0.2 0.0 -0.4 0.278
C -2.4924 -3.1616 1.8774 0.0 0.1 0.0 0.267
C -2.4032 -4.3838 2.5275 0.0 0.0 0.0 -0.432
C -3.2483 -5.4137 2.1341 0.0 0.0 -0.1 -0.341
N -4.1463 -5.3046 1.1572 0.1 0.1 0.0 -0.653
C -4.2247 -4.1190 0.5468 0.0 -0.1 0.0 -0.424
C -3.4333 -3.0266 0.8657 0.0 -0.1 0.0 -0.080
C -0.9636 -0.9181 0.3295 0.3 0.3 0.4 -1.008
P -1.0906 0.9250 0.2670 -0.2 -0.4 -0.1 0.626
C -1.0155 1.2715 -1.5329 -0.1 0.0 0.0 0.008
C -0.3841 2.4362 -1.9569 0.0 0.1 0.0 -0.766
C -0.2835 2.7400 -3.3099 0.0 0.0 0.1 -0.572
C -0.8095 1.8679 -4.2513 0.0 -0.1 0.0 -0.645
C -1.4357 0.6954 -3.8377 0.0 0.1 0.0 -0.710
C -1.5377 0.3987 -2.4870 0.0 0.0 0.0 0.342
C -2.8411 1.3275 0.6886 0.1 0.0 0.0 0.652
C -3.8205 1.5891 -0.2697 0.0 0.0 0.0 -0.359
C -5.1322 1.8524 0.1058 0.0 0.0 0.0 -0.644
C -5.4886 1.8667 1.4467 0.1 0.0 0.0 -0.591
C -4.5163 1.6437 2.4110 0.0 0.0 0.0 -0.869
C -3.2049 1.3880 2.0354 0.1 0.1 0.1 -0.284
P 0.8013 -1.1810 0.1209 -0.2 0.1 -0.2 0.562
C 1.2862 -1.0311 -1.6471 0.0 -0.1 0.0 0.936
C 2.1192 -0.0035 -2.0708 -0.1 0.0 -0.1 -0.117
C 2.5245 0.0905 -3.3976 0.0 0.0 0.0 -0.808
C 2.0999 -0.8559 -4.3160 0.0 0.0 0.0 -0.568
C 1.2567 -1.8832 -3.9071 0.0 0.0 0.0 -0.861
C 0.8524 -1.9680 -2.5857 0.0 0.0 0.0 -0.359
C 1.1784 -2.9313 0.4389 0.1 0.1 0.1 0.774
C 2.3985 -3.2937 0.9994 0.0 0.0 -0.1 -0.681
C 2.6952 -4.6290 1.2339 0.0 0.0 0.0 -0.547
C 1.7680 -5.6100 0.9113 0.0 0.0 0.0 -0.646
C 0.5451 -5.2531 0.3570 0.0 0.0 0.0 -1.012
C 0.2471 -3.9188 0.1226 0.0 0.0 0.0 -0.582
H -1.6776 -4.5493 3.3150 0.0 0.0 0.0 0.367
H -3.1884 -6.3809 2.6226 0.0 0.0 0.0 0.366
H -4.9650 -4.0392 -0.2424 0.0 0.0 0.0 0.373
H -3.5305 -2.0947 0.3223 0.0 0.0 0.0 0.332
H 0.0331 3.1119 -1.2164 0.0 0.0 0.0 0.434
H 0.2122 3.6489 -3.6279 0.0 0.0 0.0 0.411
H -0.7251 2.0939 -5.3070 0.0 0.0 0.0 0.380
H -1.8387 0.0096 -4.5730 0.0 0.0 0.0 0.420
H -1.9959 -0.5266 -2.1543 0.0 0.0 0.0 0.476
H -3.5705 1.5983 -1.3218 0.0 -0.1 0.0 0.301
H -5.8750 2.0482 -0.6575 0.0 0.0 0.0 0.412
H -6.5135 2.0617 1.7372 0.0 0.0 0.0 0.378
H -4.7724 1.6714 3.4628 0.0 0.0 0.0 0.437
H -2.4559 1.2503 2.8041 0.0 0.0 0.0 0.392
H 2.4420 0.7502 -1.3648 0.0 0.0 0.0 0.115
H 3.1674 0.9043 -3.7096 0.0 0.0 0.0 0.462
H 2.4163 -0.7920 -5.3492 0.0 0.0 0.0 0.392
H 0.9114 -2.6185 -4.6229 0.0 0.0 0.0 0.435
H 0.1888 -2.7676 -2.2822 0.0 0.0 0.0 0.353
H 3.1156 -2.5260 1.2677 0.0 0.0 0.0 0.312
H 3.6440 -4.9026 1.6777 0.0 0.0 0.0 0.420
H 1.9926 -6.6515 1.1031 0.0 0.0 0.0 0.390
H -0.1882 -6.0139 0.1202 0.0 0.0 0.0 0.452
H -0.7223 -3.6314 -0.2678 0.0 0.0 0.0 0.728
```
Forces are in eV/Å.

---

Entry 2:
Density functional theory data (ωB97M-V/def2-TZVPD) for a structure of composition C38H32N2O7PPmS3Sb.

Calculated values
energy above the lowest of the compared OMol25 structures with the same formula, charge and spin	1.0910	eV
LUMO level (alpha / beta)	2.21 / 2.21	eV
HOMO level (alpha / beta)	-0.014 / -0.064	hartree
HOMO-LUMO gap (alpha / beta)	2.592 / 3.961	eV
largest force on an atom	2.7	eV/A
total charge	-2
multiplicity	6

The geometry in XYZ format:
```
85
Properties=species:S:1:pos:R:3:forces:R:3:mulliken_charge:R:1
Pm 0.4891 -0.3672 0.0751 -1.1 1.8 -0.1 -0.469
C 0.0413 4.9181 -4.9012 0.2 -0.1 0.0 -0.723
O 1.4316 4.6504 -4.7927 -0.3 0.2 -0.2 -0.514
C 1.8049 3.8386 -3.7631 0.0 -0.1 0.1 1.454
C 3.1999 3.6522 -3.6171 -0.1 0.0 0.0 -1.279
C 3.6379 2.8930 -2.5641 0.0 -0.1 0.1 -0.643
C 2.7593 2.2531 -1.6657 0.3 0.0 -0.1 0.066
C 3.2446 1.5964 -0.4663 -0.1 0.3 -0.2 0.936
C 4.7178 1.5241 -0.1536 0.2 0.1 -0.1 -1.865
O 2.4771 1.1059 0.3528 0.6 -0.5 0.0 -0.217
C 1.3443 2.3589 -1.8796 -0.1 0.1 0.1 -0.054
O 0.4752 1.7403 -1.1993 -0.2 -0.3 -0.4 -0.274
C 0.9032 3.2372 -2.9235 0.3 0.0 0.0 -0.644
H -0.0772 5.6272 -5.7147 0.0 0.0 -0.1 0.291
H -0.3530 5.3502 -3.9798 0.0 0.0 0.0 0.327
H -0.5205 4.0081 -5.1308 0.0 0.0 0.0 0.218
H 3.8796 4.1409 -4.3054 -0.1 0.0 0.1 0.395
H 4.7074 2.7863 -2.4130 0.0 0.0 0.0 0.379
H 5.2101 2.4923 -0.2712 0.0 -0.1 0.0 0.449
H 5.2007 0.8081 -0.8289 0.0 0.1 0.0 0.324
H 4.8227 1.1734 0.8686 0.0 0.0 0.0 0.388
H -0.1647 3.3876 -3.0038 0.1 0.0 0.1 0.446
C -5.3450 3.3235 -2.8371 0.1 -0.1 0.0 -0.414
C -4.7603 2.5766 -3.8540 0.0 0.0 0.1 -0.825
C -3.7608 1.6537 -3.5579 -0.1 0.0 -0.1 -0.075
C -3.3360 1.4634 -2.2448 0.1 0.1 0.0 0.627
C -3.9219 2.2237 -1.2301 -0.1 0.0 0.0 -0.557
C -4.9231 3.1419 -1.5243 0.1 -0.1 -0.1 -0.647
P -2.0879 0.2177 -1.7170 -0.2 -0.4 -0.1 1.372
C -1.4235 -0.3955 -3.3324 -0.2 -0.1 0.1 1.107
C -1.3123 -1.7610 -3.6088 0.0 0.0 0.0 -0.895
C -0.6650 -2.2069 -4.7559 0.0 0.1 0.0 -0.563
C -0.1235 -1.2987 -5.6556 0.0 0.0 0.0 -0.712
C -0.2236 0.0641 -5.3929 0.0 0.0 0.1 -0.777
C -0.8630 0.5049 -4.2402 0.1 0.0 -0.1 -0.641
C -3.1951 -1.1831 -1.2707 0.2 0.0 0.1 0.290
C -4.3077 -1.5060 -2.0019 -0.2 -0.1 -0.1 -0.032
C -5.1140 -2.6121 -1.6543 0.1 0.2 0.0 -0.948
C -4.7817 -3.3664 -0.5659 0.1 0.0 0.1 -0.820
C -3.6449 -3.0591 0.2202 -0.2 0.0 0.0 1.047
C -3.3232 -3.8431 1.3577 -0.1 0.0 -0.2 -0.925
C -2.2383 -3.5200 2.1088 0.2 0.1 0.2 -1.072
C -1.4306 -2.4079 1.7729 -0.5 -0.6 0.1 -0.219
C -1.6691 -1.6269 0.6789 0.3 0.6 -1.0 0.068
C -2.8209 -1.9450 -0.1203 0.0 -0.4 0.4 0.175
H -6.1209 4.0459 -3.0683 0.0 0.0 0.0 0.360
H -5.0804 2.7067 -4.8821 0.0 0.0 0.0 0.393
H -3.3219 1.0742 -4.3634 -0.1 0.0 0.1 0.374
H -3.5724 2.1037 -0.2073 0.0 0.0 -0.1 0.010
H -5.3597 3.7262 -0.7214 0.0 0.0 0.0 0.413
H -1.7167 -2.4879 -2.9128 0.0 0.1 0.0 0.260
H -0.5760 -3.2716 -4.9363 0.0 0.0 0.0 0.411
H 0.3875 -1.6483 -6.5451 0.0 0.0 0.0 0.348
H 0.2191 0.7874 -6.0704 0.0 0.0 0.0 0.420
H -0.8973 1.5659 -4.0257 0.0 0.0 0.0 0.375
H -4.5798 -0.9089 -2.8647 0.0 0.0 0.0 0.394
H -5.9914 -2.8523 -2.2452 0.0 0.0 0.0 0.399
H -5.3907 -4.2171 -0.2773 0.0 0.0 0.0 0.333
H -3.9549 -4.6863 1.6153 0.0 0.0 0.0 0.301
H -1.9848 -4.1079 2.9820 0.0 -0.1 0.1 0.378
H -0.6076 -2.1847 2.4353 0.3 0.1 0.1 0.220
S 1.5151 3.9959 2.8591 0.3 0.3 0.3 -0.775
Sb 0.3562 2.3110 1.8730 -0.1 0.8 0.2 0.975
S -1.8494 2.6956 1.4340 -0.5 0.0 0.1 -0.590
S 0.6661 0.1844 2.8125 0.0 -0.5 0.3 -0.565
N 1.6912 -0.7139 -2.3976 -0.1 -0.3 0.2 -0.291
H 1.4528 -1.6973 -2.4555 0.0 -0.1 -0.1 0.281
H 2.6984 -0.6463 -2.3424 0.1 0.1 0.1 0.171
H 1.3819 -0.2583 -3.2451 -0.1 0.1 -0.1 0.027
O 0.8495 -2.7985 -0.5938 0.7 -0.7 0.4 -0.625
C 1.9498 -2.6935 0.0159 -0.4 2.0 -0.5 0.782
O 2.4382 -1.5285 0.2601 0.7 -2.3 0.2 -0.505
C 2.7131 -3.8886 0.4448 0.5 -1.2 0.2 0.002
C 2.2781 -5.1552 0.0333 -0.2 0.4 0.0 -0.372
C 2.9744 -6.2949 0.3724 0.6 -0.2 0.4 -0.448
C 4.1368 -6.1790 1.1482 -1.1 1.8 -0.5 -0.003
C 4.5784 -4.9179 1.5849 0.0 -0.8 -0.1 -0.406
C 3.8702 -3.7878 1.2282 -0.4 0.3 -0.2 -0.324
N 4.8693 -7.3450 1.4888 1.4 -2.2 0.7 0.958
O 5.8978 -7.2303 2.1711 -1.1 0.1 -0.7 -0.621
O 4.4620 -8.4490 1.0928 0.3 1.3 0.4 -0.620
H 1.3708 -5.2212 -0.5579 0.1 0.1 0.1 0.501
H 2.6526 -7.2767 0.0602 0.0 0.0 0.0 0.469
H 5.4670 -4.8627 2.1947 0.0 0.1 0.0 0.474
H 4.1919 -2.8051 1.5532 -0.1 0.0 0.0 0.563
```
Forces are in eV/Å.

---

Entry 3:
Density functional theory data (ωB97M-V/def2-TZVPD) for a structure of composition C38H32N2P2Sc.

Calculated values
energy above the lowest of the compared OMol25 structures with the same formula, charge and spin	0.3853	eV
LUMO level	-3.29	eV
HOMO level	-0.380	hartree
HOMO-LUMO gap	7.050	eV
largest force on an atom	0.5	eV/A
total charge	+1

The geometry in XYZ format:
```
75
Properties=species:S:1:pos:R:3:forces:R:3:mulliken_charge:R:1
Sc 0.5307 0.4906 -0.8543 -0.3 -0.3 0.0 -0.460
C 2.5548 -1.7566 0.8104 -0.1 0.0 -0.1 -0.473
P 2.1718 -0.0160 1.2514 0.0 0.0 0.0 0.976
C 1.4988 -0.0567 2.9310 0.0 0.0 0.0 0.584
C 0.2694 0.5336 3.2027 0.0 0.0 0.0 -0.104
C -0.2508 0.5152 4.4896 0.0 0.0 0.0 -0.818
C 0.4610 -0.0956 5.5093 0.0 0.0 0.0 -0.477
C 1.6953 -0.6807 5.2474 0.0 0.0 0.0 -0.776
C 2.2145 -0.6596 3.9651 0.0 0.0 0.0 -0.456
C 3.7384 0.8863 1.3855 0.0 0.0 -0.1 0.495
C 3.6654 2.2659 1.5855 0.0 0.0 0.0 -0.513
C 4.8216 3.0237 1.6636 0.0 0.0 0.0 -0.759
C 6.0623 2.4117 1.5321 0.0 0.0 0.0 -0.470
C 6.1422 1.0417 1.3352 0.0 0.0 0.0 -0.704
C 4.9843 0.2776 1.2620 0.0 0.0 0.0 -0.209
C 1.3207 -2.3499 0.1966 0.1 -0.1 0.0 -0.281
C 0.7692 -3.5932 0.3335 0.0 0.0 0.0 -1.232
C -0.3481 -3.6482 -0.5508 0.0 0.0 0.0 -1.186
C -0.4155 -2.4368 -1.1809 -0.1 -0.1 0.0 -0.315
C -1.3533 -1.9584 -2.2500 0.1 0.1 0.1 -0.565
P -1.9187 -0.2765 -1.7695 0.0 -0.1 0.1 1.117
C -2.7957 0.4604 -3.1697 0.1 0.0 0.0 0.500
C -3.4900 1.6521 -2.9568 0.0 0.0 0.0 -0.651
C -4.1256 2.2856 -4.0117 0.0 0.0 0.0 -0.652
C -4.0657 1.7414 -5.2887 0.0 0.0 0.0 -0.498
C -3.3762 0.5585 -5.5068 0.0 0.0 0.0 -0.803
C -2.7405 -0.0824 -4.4513 0.0 0.0 0.0 -0.262
C -3.1686 -0.5595 -0.4937 0.0 0.0 0.0 0.412
C -2.9293 -0.1358 0.8089 0.0 0.0 0.0 0.073
C -3.8563 -0.3798 1.8126 0.0 0.0 0.0 -0.505
C -5.0327 -1.0457 1.5096 0.0 0.0 0.0 -0.490
C -5.2845 -1.4659 0.2077 0.0 0.0 0.0 -0.724
C -4.3575 -1.2251 -0.7910 0.0 0.0 0.0 -0.418
N 0.5947 -1.6043 -0.7187 0.0 0.1 -0.1 0.606
H 2.8829 -2.3219 1.6820 0.0 0.0 0.0 0.535
H 3.3737 -1.7490 0.0848 0.0 0.0 0.0 0.483
H -0.2840 1.0280 2.4102 0.0 0.0 0.0 0.270
H -1.2059 0.9805 4.6950 0.0 0.0 0.0 0.427
H 0.0594 -0.1123 6.5137 0.0 0.0 0.0 0.409
H 2.2534 -1.1495 6.0469 0.0 0.0 0.0 0.422
H 3.1839 -1.1038 3.7683 0.0 0.0 0.0 0.363
H 2.6985 2.7473 1.6887 0.0 0.0 0.0 0.425
H 4.7563 4.0917 1.8243 0.0 0.0 0.0 0.422
H 6.9660 3.0041 1.5868 0.0 0.0 0.0 0.409
H 7.1073 0.5612 1.2424 0.0 0.0 0.0 0.434
H 5.0670 -0.7928 1.1222 0.0 0.0 0.0 0.390
H 1.1234 -4.3784 0.9829 0.0 0.0 0.0 0.515
H -1.0117 -4.4839 -0.7092 0.0 0.0 0.0 0.536
H -2.1991 -2.6355 -2.3671 0.0 0.0 0.0 0.590
H -0.8398 -1.8887 -3.2131 0.0 0.0 0.0 0.466
H -3.5479 2.0777 -1.9609 0.0 0.0 0.0 0.427
H -4.6686 3.2050 -3.8373 0.0 0.0 0.0 0.427
H -4.5613 2.2377 -6.1125 0.0 0.0 0.0 0.404
H -3.3367 0.1269 -6.4981 0.0 0.0 0.0 0.439
H -2.2192 -1.0130 -4.6363 0.0 0.0 0.0 0.481
H -2.0120 0.3940 1.0497 0.0 0.0 0.0 -0.144
H -3.6602 -0.0511 2.8245 0.0 0.0 0.0 0.439
H -5.7603 -1.2372 2.2871 0.0 0.0 0.0 0.413
H -6.2064 -1.9813 -0.0262 0.0 0.0 0.0 0.413
H -4.5607 -1.5468 -1.8063 0.0 0.0 0.0 0.397
C 1.2201 2.5339 -1.4929 0.2 0.3 -0.1 -1.111
C 1.6967 1.6179 -2.5038 0.1 0.0 0.0 -0.089
C 0.8247 1.1432 -3.5143 -0.1 0.0 0.0 -0.035
C 1.1268 0.0198 -4.2694 0.0 0.0 -0.1 -0.705
C 2.2860 -0.7127 -4.0283 0.0 0.0 0.0 0.340
C 3.1434 -0.2975 -3.0127 0.0 0.0 0.0 -0.730
C 2.8453 0.8227 -2.2513 0.0 0.0 0.0 0.151
C 2.5664 -1.8962 -4.7879 0.1 0.0 0.0 -0.257
N 2.7915 -2.8451 -5.3953 0.0 0.0 0.0 -0.482
H 0.4303 3.2117 -1.8099 0.0 0.0 0.0 0.423
H 1.9906 3.0164 -0.8986 0.0 0.0 0.0 0.383
H -0.0815 1.6987 -3.7311 0.0 0.0 0.0 0.594
H 0.4531 -0.2949 -5.0574 0.0 0.0 0.0 0.615
H 4.0439 -0.8635 -2.8113 0.0 0.0 0.0 0.545
H 3.5339 1.1356 -1.4727 0.0 0.0 0.0 0.602
```
Forces are in eV/Å.